w | Entry from the OMol25 dataset: a 2-piece molecular cluster, C3H5O3 overall (the ωB97M-V functional and the def2-TZVPD basis).

Structure (XYZ):
```
11
Properties=species:S:1:pos:R:3:lowdin_charge:R:1
O 0.46997 1.11493 -0.19077 -0.035
O -1.89682 -1.21473 0.41932 -0.093
C 2.37806 -0.15767 -0.68988 -0.053
H 2.80064 -1.13007 -0.89233 0.015
O -1.96501 1.02142 0.66933 -0.121
H -3.39414 -0.21955 1.31396 0.091
H 3.01706 0.71849 -0.70518 0.029
H -0.48920 0.97971 0.12532 0.031
C 1.07493 -0.04582 -0.42540 -0.337
H 0.42759 -0.91438 -0.38898 0.091
C -2.42308 -0.15231 0.76461 -0.618
```

The molar mass is 89.1 g mol⁻¹. Its charge is -1. Its HOMO energy is -4.52 eV. For the LUMO energy, the calculation gives 4.341 eV.



x | Entry from the OMol25 dataset: a 2-piece molecular cluster, C3H5O3 overall (the ωB97M-V functional and the def2-TZVPD basis).

Structure (XYZ):
```
11
Properties=species:S:1:pos:R:3:lowdin_charge:R:1
C -0.19133 0.47821 -1.55723 -0.270
O 1.37523 -0.55139 2.48871 -0.269
H -0.25699 0.36458 -3.42658 0.064
H -1.41668 0.11000 1.40240 0.055
H 1.64741 -0.51722 0.45826 0.045
O -0.85541 0.21616 -2.68806 -0.021
C -0.67450 0.62217 0.76980 -0.131
H -0.03545 1.52081 0.75285 0.054
O -1.00358 0.22886 -0.59422 -0.178
H 0.44889 -1.71885 1.08643 0.050
C 0.96241 -0.75333 1.30765 -0.398
```

The molar mass is 89.1 g mol⁻¹. Its charge is -1. Its HOMO energy is -2.07 eV. For the LUMO energy, the calculation gives 3.605 eV.



Quick look at relative energies in eV: w 0.000; x 5.221.



w | Entry from the OMol25 dataset: C21H18N2O4S in the gas phase (the ωB97M-V functional and the def2-TZVPD basis).

Structure (XYZ):
```
46
Properties=species:S:1:pos:R:3:lowdin_charge:R:1
C -0.46710 2.69967 -2.51840 -0.124
C 1.23212 5.43782 -4.45911 -0.331
O 5.40063 -2.81099 4.33026 0.103
H 2.27677 4.42939 -6.07445 0.082
H 2.83156 7.74043 -4.33697 0.076
H -2.46239 2.03181 -2.71129 0.105
C 0.83914 6.89763 -4.25949 -0.202
H 0.67042 5.01557 -6.52261 0.068
C 1.38555 -1.44495 2.11986 -0.143
C 1.93129 7.69630 -4.94905 -0.464
H 2.11757 5.22370 -3.86329 0.143
H -1.20580 5.22715 -5.30365 0.123
H 1.62168 8.71175 -5.18700 0.073
H 4.11169 0.16071 0.82758 0.117
C 0.57679 3.61845 -2.96332 -0.351
C 1.46357 0.18828 0.31167 0.038
C 4.05812 -2.95059 4.30032 -0.482
C -1.99683 3.65170 -4.09797 -0.057
O 3.47997 -3.72755 5.01437 0.111
C -1.03996 4.50090 -4.52246 -0.069
C 1.56337 5.24018 -5.94016 -0.414
C 3.54252 -0.50437 1.46563 -0.012
C 2.13602 -0.58008 1.29334 -0.145
C 4.17236 -1.25068 2.41617 -0.009
C 0.10667 0.10047 0.15695 -0.109
H 1.50268 -2.87873 3.74393 0.131
C -0.67865 0.88709 -0.85660 -0.394
C -0.64207 -0.77387 0.98635 -0.006
N 0.00927 1.86646 -1.50915 0.147
H -0.59198 -2.18657 2.57432 0.118
H 5.24287 -1.19051 2.54666 0.115
N 0.21956 4.48689 -3.97570 0.036
C 3.41676 -2.11679 3.24630 -0.125
H 2.07410 0.82605 -0.31705 0.119
O 1.70716 3.60830 -2.47241 0.037
S 2.28345 6.81369 -6.50982 0.854
H 0.76428 7.13983 -3.19837 0.127
H -2.97784 3.68550 -4.54770 0.106
H -0.12623 7.10035 -4.72917 0.113
H 0.96740 2.07552 -1.26671 0.113
C -1.71053 2.71867 -3.06469 0.016
C -0.01977 -1.52124 1.93947 -0.007
C 2.05927 -2.21011 3.09926 0.053
H -1.71079 -0.82548 0.83520 0.117
O -1.85099 0.64345 -1.07621 0.075
H 5.72495 -3.40856 5.02015 0.130
```

The molar mass is 394.5 g mol⁻¹. Its HOMO energy is -8.26 eV. For the LUMO energy, the calculation gives -0.367 eV.



x | Entry from the OMol25 dataset: C21H18N2O4S in the gas phase (the ωB97M-V functional and the def2-TZVPD basis).

Structure (XYZ):
```
46
Properties=species:S:1:pos:R:3:lowdin_charge:R:1
H 2.06375 -0.69423 -6.09894 0.109
H -0.11919 -1.47906 -6.65061 0.109
C -2.58699 1.70051 3.36004 -0.014
H -1.78971 0.77708 -5.72533 0.105
C -2.92477 1.21197 6.12941 0.007
C 2.24593 -0.55165 3.96891 0.013
H 1.85532 -0.84807 6.06268 0.122
C 1.59458 -1.24403 -2.07013 -0.257
C -0.26735 0.58320 3.79688 -0.082
S 1.23600 -1.66414 -3.76919 0.675
C 0.76452 -1.66569 -1.04269 -0.029
C -1.57960 1.09024 4.09624 -0.099
H -0.25812 0.11670 -7.40445 0.106
O 0.01848 -2.42937 -3.79233 -0.281
C 1.06690 -1.29859 0.25253 0.017
H -3.04677 1.02326 7.18361 0.118
H 3.23530 -0.97907 3.99034 0.123
N 1.03457 -0.11007 -4.39495 -0.236
C 0.22629 0.08603 5.02068 -0.193
O 2.63079 -0.11891 1.67530 0.066
C -3.74872 2.05933 4.01439 -0.090
H -4.83542 2.11249 5.85571 0.103
H -1.75060 -0.89410 -5.14248 0.101
O 2.40356 -2.23067 -4.37377 -0.277
H 0.46026 -1.62219 1.08399 0.120
O -0.67302 0.24781 6.02630 0.115
H -0.68978 -0.00733 -3.23696 0.111
C 2.70971 -0.48725 -1.76028 -0.101
H -0.24503 1.48640 -4.09336 0.124
H 0.15181 0.90649 1.70951 0.133
C 1.48585 -0.47873 5.12030 0.024
C -1.76078 0.85257 5.47362 -0.191
C 0.50814 0.51182 2.64876 0.058
H -4.54599 2.53512 3.46361 0.101
H -2.45911 1.88767 2.30500 0.113
C 2.20743 -0.50913 0.46209 -0.316
C -3.91394 1.81890 5.37643 -0.081
H -0.09277 -2.27842 -1.27698 0.119
N 3.00640 -0.12561 -0.52800 0.164
C 1.76307 -0.06882 2.74930 -0.249
C 1.24885 -0.02598 -5.82875 -0.196
H 3.38500 -0.16133 -2.53740 0.124
C -0.09614 -0.40634 -6.46378 -0.155
H 1.52567 1.00505 -6.06702 0.126
C -0.30580 0.39717 -4.17247 -0.201
C -1.13856 -0.03103 -5.39577 -0.158
```

The molar mass is 394.5 g mol⁻¹. Its HOMO energy is -8.60 eV. For the LUMO energy, the calculation gives 0.242 eV.



Quick look at relative energies in eV: w 0.000; x 2.743.



w | Entry from the OMol25 dataset: a 2-piece molecular cluster, C3H2O overall (the ωB97M-V functional and the def2-TZVPD basis).

Structure (XYZ):
```
6
Properties=species:S:1:pos:R:3:lowdin_charge:R:1
H 0.19127 1.21114 1.25254 0.018
H -0.19966 -0.72152 -1.32174 0.039
O 0.11955 -0.95617 3.58362 -0.003
C -0.19710 -0.23121 -0.33810 -0.010
C 0.10332 -2.07893 3.46015 -0.006
C 0.16900 0.36403 0.62436 -0.037
```

The molar mass is 54.0 g mol⁻¹. Its HOMO energy is -10.84 eV. For the LUMO energy, the calculation gives 1.229 eV.



x | Entry from the OMol25 dataset: C3H2O in the gas phase (the ωB97M-V functional and the def2-TZVPD basis).

Structure (XYZ):
```
6
Properties=species:S:1:pos:R:3:lowdin_charge:R:1
H -1.15949 0.05876 -0.90103 0.105
C -0.67583 -0.20389 0.00308 0.093
C 1.15136 -0.01160 0.01408 -0.303
O 0.34858 -1.15565 -0.03164 -0.054
H -1.07068 0.09032 0.90905 0.086
C 1.40606 1.22206 0.00646 0.074
```

The molar mass is 54.0 g mol⁻¹. Its HOMO energy is -10.00 eV. For the LUMO energy, the calculation gives -1.115 eV.



Quick look at relative energies in eV: w 0.000; x 4.207.



w | Entry from the OMol25 dataset: a 2-piece molecular cluster, CH3N2O3S overall (the ωB97M-V functional and the def2-TZVPD basis).

Structure (XYZ):
```
10
Properties=species:S:1:pos:R:3:lowdin_charge:R:1
O 1.44753 -1.67523 0.07915 -0.376
H 0.30408 1.61194 0.35758 0.049
C 0.10054 0.67795 0.02747 -0.162
H -0.94589 -0.90041 -0.53051 0.079
O 2.20115 0.15923 -1.34888 -0.353
N -1.01812 0.07305 -0.15763 -0.016
O 2.32866 0.34748 1.09544 -0.376
H -3.09653 0.08332 0.80058 -0.114
N -3.03299 -0.13281 -0.25204 -0.088
S 1.71158 -0.24452 -0.07116 0.356
```

The molar mass is 123.1 g mol⁻¹. Its charge is -1. Its HOMO energy (spin up / spin down) is -5.14 / -5.03 eV. For the LUMO energy (spin up / spin down), the calculation gives 3.757 / 3.760 eV.



x | Entry from the OMol25 dataset: a 2-piece molecular cluster, CH3N2O3S overall (the ωB97M-V functional and the def2-TZVPD basis).

Structure (XYZ):
```
10
Properties=species:S:1:pos:R:3:lowdin_charge:R:1
H -2.19347 -1.44624 -0.07141 0.107
N -0.63644 -0.02421 0.01074 -0.109
H -0.14547 0.33992 0.88796 0.033
S 2.28836 2.84818 -2.13570 0.549
H 1.09787 1.10829 -1.85436 -0.053
N -1.52310 -0.81450 0.44737 -0.158
O -0.63255 -0.30487 2.54927 -0.070
C -1.62073 -0.91434 2.12655 -0.700
O -2.43760 -1.70119 2.52990 -0.025
O 1.81051 1.27770 -2.44789 -0.576
```

The molar mass is 123.1 g mol⁻¹. Its charge is -1. Its HOMO energy (spin up / spin down) is -4.38 / -2.17 eV. For the LUMO energy (spin up / spin down), the calculation gives 2.942 / 0.909 eV.



Quick look at relative energies in eV: w 1.384; x 0.000.